No. 1
The following is a DFT calculation (ωB97M-V/def2-TZVPD) of a single C6H9NO2 molecule at a distorted geometry.

Calculated values
Energy relative to the best compared isomer or geometry (same formula, charge and spin) (eV): 3.080
Strongest force on any atom (eV Å⁻¹): 7.2
Orbital gap (eV): 9.6058
LUMO (eV): 0.7240
Energy (eV): -11950.23886
Multiplicity: 1
Total charge: 0

```
18
Properties=species:S:1:pos:R:3:forces:R:3:nbo_charge:R:1
C -0.90370 2.48867 0.33707 0.41 -0.09 -0.50 -0.58
C -1.25713 1.28289 -0.11133 0.62 -1.74 1.86 0.33
O -2.40016 1.05181 -0.82438 -0.06 -0.21 0.44 -0.70
C -0.37163 -0.18650 0.27554 -3.47 6.09 -1.04 0.04
C -0.23311 -0.48486 1.71337 0.23 -0.61 0.11 -0.66
C 0.04842 -0.53166 -0.88776 4.35 -5.80 0.23 -0.28
C 1.16557 -1.91600 -0.72416 -0.86 0.06 -1.64 0.66
N 2.44371 -1.59448 -1.08164 -0.40 1.10 0.00 -0.84
O 0.91803 -3.08805 -0.48513 -0.82 1.40 0.35 -0.62
H -1.50639 3.37568 0.14844 0.00 -0.18 -0.12 0.20
H 0.09592 2.67973 0.70883 -0.20 -0.25 0.41 0.21
H -3.00276 1.81067 -0.72929 0.41 -0.22 -0.16 0.48
H 0.23747 0.34973 2.23934 -0.09 -0.01 -0.15 0.24
H -1.21770 -0.65149 2.16129 0.11 0.07 -0.10 0.24
H 0.36844 -1.38243 1.88040 -0.03 0.04 -0.07 0.24
H -0.07320 -0.21988 -1.91119 -0.32 0.39 0.23 0.24
H 3.08738 -2.33935 -1.32234 -0.20 0.27 0.18 0.41
H 2.60084 -0.64449 -1.38707 0.33 -0.32 -0.03 0.39
```
Positions in Å, forces in eV/Å.

No. 2
The following is a DFT calculation (ωB97M-V/def2-TZVPD) of a molecular structure, C6H9NO2 at a distorted geometry.

Calculated values
Energy relative to the best compared isomer or geometry (same formula, charge and spin) (eV): 2.904
Strongest force on any atom (eV Å⁻¹): 4.5
Orbital gap (eV): 10.0561
LUMO (eV): 0.6992
Energy (eV): -11950.41422
Multiplicity: 1
Total charge: 0

```
18
Properties=species:S:1:pos:R:3:forces:R:3:nbo_charge:R:1
C -2.29242 -1.19580 0.94606 -0.27 -0.04 0.05 -0.62
C -1.09569 -1.02836 0.04562 0.03 -0.13 0.09 -0.22
C -0.97376 -0.01531 -1.05861 0.26 0.01 -0.22 -0.27
C -1.54994 1.31839 -0.61257 -0.12 0.03 -0.15 -0.06
O -0.76658 1.29787 0.60498 0.03 0.15 0.35 -0.49
C -0.11663 0.10982 0.19053 -0.52 -1.29 0.12 0.17
C 1.34566 -0.03408 0.42611 1.30 4.10 1.29 0.63
N 2.12410 -0.32186 -0.63369 1.85 0.19 -0.42 -0.84
H -2.54901 -0.26268 1.46282 0.12 -0.19 -0.15 0.23
H -3.16553 -1.51739 0.36146 0.16 0.04 0.18 0.21
H -2.08979 -1.95986 1.70862 -0.06 0.22 -0.18 0.22
H -0.60755 -1.96851 -0.22563 -0.04 0.23 0.04 0.22
H -0.66058 -0.26814 -2.07022 -0.12 0.08 0.28 0.22
H -1.24011 2.15633 -1.25048 -0.07 -0.18 0.17 0.19
H -2.62964 1.37084 -0.41256 0.26 -0.03 -0.02 0.18
O 1.93319 0.59594 1.32426 -1.75 -1.10 -0.15 -0.59
H 1.96029 -1.20599 -1.09625 0.74 0.34 -0.47 0.39
H 3.05485 0.21577 -0.45086 -1.81 -2.41 -0.82 0.43
```
Positions in Å, forces in eV/Å.

No. 3
The following is a DFT calculation (ωB97M-V/def2-TZVPD) of a single C6H9NO3S molecule at a distorted geometry.

Calculated values
Energy relative to the best compared isomer or geometry (same formula, charge and spin) (eV): 1.676
Strongest force on any atom (eV Å⁻¹): 8.5
Orbital gap (alpha / beta) (eV): 6.2916 / 6.9978
LUMO (alpha / beta) (eV): 0.6199 / -2.9741
Energy (eV): -24829.80913
Multiplicity: 3
Total charge: 0

```
20
Properties=species:S:1:pos:R:3:forces:R:3:nbo_charge:R:1
C 2.34732 -0.98562 0.89174 7.59 2.13 3.24 -0.40
C -0.61770 1.76952 0.08040 -2.36 0.15 2.01 -0.10
C 0.73146 -0.69461 -0.66079 -1.31 -0.26 -1.67 -0.18
C -1.20165 0.41510 0.63517 0.64 -1.27 -0.31 0.06
C -0.80779 -0.63828 -0.46568 -2.63 0.19 0.45 0.08
C 1.41868 0.71256 -0.80997 -0.06 0.07 1.88 -0.01
N 1.21491 -1.40095 0.44941 -5.79 -2.24 -2.34 -0.34
O 0.75505 1.80542 -0.08581 1.52 -1.21 -1.15 -0.52
O -2.63172 0.50769 0.72518 0.30 0.58 0.04 -0.75
O -1.40472 -1.93397 -0.12013 -0.11 1.92 -1.21 -0.73
S 3.01460 0.44751 0.17975 -1.46 -0.31 -0.73 0.48
H 2.94718 -1.46823 1.69414 -0.69 0.37 -0.86 0.22
H -1.24241 2.14498 -0.71551 0.11 -0.70 -1.47 0.18
H -0.89808 2.59470 0.75787 0.70 -0.46 0.55 0.21
H 0.83789 -1.25871 -1.67625 0.35 0.59 1.41 0.23
H -0.74813 0.08502 1.67070 -0.74 0.81 -1.92 0.19
H -1.46871 -0.32070 -1.35896 1.61 -0.33 0.86 0.19
H 1.66675 0.94953 -1.84714 -0.16 0.32 0.23 0.21
H -3.17285 -0.24508 0.40557 1.33 0.23 0.22 0.50
H -0.74007 -2.48586 0.25031 1.15 -0.59 0.76 0.49
```
Positions in Å, forces in eV/Å.

No. 4
The following is a DFT calculation (ωB97M-V/def2-TZVPD) of a single C6H9NO4 molecule at a distorted geometry.

Calculated values
Energy relative to the best compared isomer or geometry (same formula, charge and spin) (eV): 1.555
Strongest force on any atom (eV Å⁻¹): 5.0
Orbital gap (eV): 10.3959
LUMO (eV): 0.5647
Energy (eV): -16047.33450
Multiplicity: 1
Total charge: 0

```
20
Properties=species:S:1:pos:R:3:forces:R:3:nbo_charge:R:1
O -1.21760 -2.58045 -1.12560 0.12 4.63 0.30 -0.60
C -1.11374 -1.32671 -1.10790 1.20 -1.19 -0.03 0.80
O -1.09435 -0.56296 -2.25607 -0.73 -4.04 -1.00 -0.69
C -0.78918 -0.28989 0.04781 -1.35 -1.73 -0.86 -0.34
C -0.53580 -1.02633 1.37955 -1.08 1.19 1.98 -0.43
C 0.81314 -0.37041 1.90007 -0.98 -2.79 -0.44 -0.22
N 0.94950 0.82481 1.13427 0.93 -0.04 0.57 -0.60
C 0.56502 0.42037 -0.19496 1.24 0.25 -1.13 -0.13
C 0.63063 1.74746 -1.01894 3.53 0.70 -3.50 0.80
O 1.69929 2.10196 -1.61780 -3.74 -1.47 2.51 -0.61
O -0.48382 2.48518 -1.15132 -0.18 -0.41 0.09 -0.68
H -1.20064 -1.35205 -2.92841 0.23 2.38 1.03 0.50
H -1.71914 0.37985 0.02517 1.65 -0.54 0.32 0.27
H -0.54648 -2.11270 1.33028 0.49 0.03 -0.54 0.24
H -1.41295 -0.84653 2.09984 1.35 0.16 -0.88 0.22
H 1.66311 -1.11010 1.78947 -0.64 0.59 -0.44 0.16
H 0.82700 -0.14612 2.91915 -0.38 0.35 1.76 0.20
H 1.95612 0.96335 1.20110 -0.15 0.95 -0.63 0.38
H 1.39505 -0.36902 -0.56764 -1.99 1.73 0.03 0.21
H -0.38516 3.17026 -1.85808 0.47 -0.75 0.86 0.51
```
Positions in Å, forces in eV/Å.

No. 5
The following is a DFT calculation (ωB97M-V/def2-TZVPD) of a single C6H9NO4 molecule at a distorted geometry.

Calculated values
Energy relative to the best compared isomer or geometry (same formula, charge and spin) (eV): 0.902
Strongest force on any atom (eV Å⁻¹): 3.9
Orbital gap (eV): 9.9558
LUMO (eV): 0.3493
Energy (eV): -16047.98796
Multiplicity: 1
Total charge: 0

```
20
Properties=species:S:1:pos:R:3:forces:R:3:nbo_charge:R:1
O -0.16695 2.88445 -0.69939 0.33 -0.02 0.33 -0.54
C 0.09709 1.83799 -0.19065 -0.78 -0.90 1.27 0.80
O -0.00198 1.59549 1.18582 -0.46 2.70 -0.11 -0.74
C 0.40003 0.55303 -0.88462 1.16 -1.13 -0.56 -0.33
C 1.77275 -0.15065 -0.43366 -0.20 2.63 0.21 -0.20
N 1.50448 -1.45767 0.04534 -0.50 -1.20 0.55 -0.62
C 0.10959 -1.53235 0.41450 -0.79 1.17 0.79 -0.21
C -0.60091 -0.63048 -0.61985 0.10 -0.58 0.40 -0.35
C -2.01991 -0.37703 -0.23444 -2.92 2.54 -0.30 0.78
O -2.95040 -0.45042 -1.02649 1.71 -0.57 1.26 -0.55
O -2.30512 0.16675 1.00611 -1.20 -1.30 -1.79 -0.68
H -0.36353 2.46959 1.56443 0.80 -1.71 -0.59 0.51
H 0.50015 0.86199 -1.93635 -0.42 -0.58 0.25 0.25
H 2.22544 0.47673 0.35045 -0.10 0.01 -0.10 0.18
H 2.47778 -0.13838 -1.24430 0.20 -0.15 -0.57 0.20
H 2.05251 -1.63075 0.87383 0.30 -0.24 -0.08 0.37
H -0.28752 -2.52807 0.45615 -0.06 -0.69 -0.47 0.21
H -0.13399 -1.14652 1.45274 0.55 -0.02 -0.82 0.16
H -0.80059 -1.16058 -1.53611 0.70 -0.28 -0.53 0.26
H -1.50890 0.35689 1.45649 1.58 0.32 0.88 0.49
```
Positions in Å, forces in eV/Å.

No. 6
The following is a DFT calculation (ωB97M-V/def2-TZVPD) of a single C6H9NO5 molecule at a distorted geometry.

Calculated values
Energy relative to the best compared isomer or geometry (same formula, charge and spin) (eV): 3.038
Strongest force on any atom (eV Å⁻¹): 7.3
Orbital gap (eV): 10.7577
LUMO (eV): 0.4644
Energy (eV): -18093.17903
Multiplicity: 1
Total charge: 0

```
21
Properties=species:S:1:pos:R:3:forces:R:3:nbo_charge:R:1
O -1.05269 -0.62259 2.57381 1.71 -1.23 -4.45 -0.59
C -0.60873 -0.94243 1.43747 0.01 0.01 4.51 0.88
N 0.58478 -1.55241 1.07821 7.09 1.27 1.02 -0.67
C 0.91665 -1.32886 -0.42398 -1.09 1.96 1.77 0.24
O 1.86693 -0.35915 -0.85279 0.87 -2.22 1.15 -0.53
C 1.82988 0.93423 -0.35621 1.61 1.55 -0.52 -0.10
C 0.45279 1.51679 -0.53761 0.86 2.39 -2.44 0.04
O -0.00796 1.86809 0.72719 -3.44 1.13 -1.55 -0.70
C -0.42923 0.57010 -1.36924 -1.87 0.72 0.67 0.05
O -1.80610 1.12298 -1.48733 0.95 -0.92 0.51 -0.74
C -0.47950 -0.81868 -0.83308 0.74 -3.08 -0.62 0.01
O -1.28757 -0.99796 0.31289 -2.89 1.57 -1.23 -0.50
H 1.60264 -1.36960 1.71382 -4.47 -0.69 -2.06 0.42
H 1.26576 -2.19246 -0.95694 -0.12 -0.71 0.35 0.20
H 2.65965 1.41512 -1.00038 -1.48 -0.25 1.16 0.21
H 2.08900 1.12083 0.72688 -0.02 -0.79 -0.89 0.20
H 0.53067 2.49616 -1.23779 -0.17 -1.83 1.51 0.16
H -0.89852 2.26676 0.38065 1.70 -0.78 1.98 0.49
H 0.05777 0.50339 -2.33641 -0.35 0.18 -0.38 0.21
H -2.45699 0.57143 -0.97278 1.29 0.61 -0.59 0.49
H -0.73553 -1.62272 -1.55893 -0.94 1.12 0.08 0.21
```
Positions in Å, forces in eV/Å.

No. 7
The following is a DFT calculation (ωB97M-V/def2-TZVPD) of 2 unconnected molecules or ions with the total composition C6H9NO6 at a distorted geometry.

Calculated values
Energy relative to the best compared isomer or geometry (same formula, charge and spin) (eV): 0.962
Strongest force on any atom (eV Å⁻¹): 3.4
Orbital gap (eV): 10.1636
LUMO (eV): 0.0414
Energy (eV): -20136.91365
Multiplicity: 1
Total charge: 0

```
22
Properties=species:S:1:pos:R:3:forces:R:3:nbo_charge:R:1
O 1.73865 -1.20940 1.44878 0.68 0.62 0.26 -0.57
C 1.49486 -0.29914 0.69175 0.60 -1.84 -1.43 0.61
C 1.76848 -0.28615 -0.81419 -0.96 1.50 1.08 -0.19
O 1.09769 0.85991 -1.37263 0.49 -0.77 0.40 -0.52
C 0.25246 1.44379 -0.39783 1.03 2.29 0.43 0.09
C -1.21804 1.12314 -0.54356 -0.38 0.07 0.03 -0.47
C -1.31922 -0.09400 0.34407 -0.99 -0.42 2.02 -0.11
O -0.65933 0.32511 1.54368 2.16 0.38 -0.89 -0.49
C 0.60653 0.80320 0.96102 -3.24 0.61 0.58 -0.09
H 2.78649 -0.24555 -1.03646 1.75 -0.01 -0.49 0.21
H 1.32363 -1.17230 -1.15276 -0.40 -1.34 -0.80 0.23
H 0.45262 2.59741 -0.42994 -0.37 -2.09 0.12 0.20
H -1.42035 0.80152 -1.57478 -0.38 0.93 0.14 0.24
H -1.73699 2.02135 -0.08424 -0.10 -1.30 -1.01 0.23
H -2.27738 -0.38773 0.82987 0.13 -0.07 -1.50 0.22
H -0.72520 -0.94523 -0.04239 -1.05 0.30 -0.20 0.19
H 0.96481 1.41393 1.69908 1.35 1.92 1.62 0.23
O -0.45782 -4.64317 0.14547 1.29 0.08 1.58 -0.35
N 0.24119 -3.71173 0.49407 -1.17 -0.30 -0.81 0.74
O 0.30649 -2.69024 -0.12450 0.34 0.69 -0.60 -0.43
O 0.96185 -3.78221 1.63900 0.68 0.41 0.98 -0.52
H 1.43628 -2.86421 1.86422 -1.46 -1.67 -1.51 0.55
```
Positions in Å, forces in eV/Å.

No. 8
The following is a DFT calculation (ωB97M-V/def2-TZVPD) of a single C6H9NOS molecule at a distorted geometry.

Calculated values
Energy relative to the best compared isomer or geometry (same formula, charge and spin) (eV): 3.554
Strongest force on any atom (eV Å⁻¹): 4.1
Orbital gap (alpha / beta) (eV): 8.0128 / 8.0183
LUMO (alpha / beta) (eV): 0.4576 / 0.4610
Energy (eV): -20736.10578
Multiplicity: 1
Total charge: 0

```
18
Properties=species:S:1:pos:R:3:forces:R:3:nbo_charge:R:1
C -0.88195 -0.54700 0.08679 2.73 -0.27 -0.44 -0.33
C 1.52890 -1.22962 -0.04332 -3.37 0.15 0.08 0.83
C -2.01496 -1.21311 0.00550 2.87 0.10 -0.41 -0.33
C 1.06168 0.84169 -0.87946 -1.28 0.46 1.15 -0.31
C -3.31657 -0.69774 0.30763 -3.73 -1.39 -0.78 -0.63
C 2.90108 0.62226 0.77130 -0.20 0.52 -0.37 -0.44
N 2.02833 -0.03451 -0.27254 0.67 2.03 -0.20 -0.50
O 1.83261 -2.32128 0.17786 0.89 -1.26 0.42 -0.48
S -0.40643 1.10301 0.22338 -0.11 -0.25 -0.10 0.18
H -1.82681 -2.19898 -0.38147 -0.62 -0.69 0.26 0.22
H 1.36287 1.84286 -0.96498 1.35 1.21 -0.28 0.22
H 0.71002 0.51680 -1.83020 -0.16 -0.58 -0.53 0.23
H -4.03203 -1.09045 -0.60717 1.24 1.08 2.51 0.21
H -3.38592 0.40125 0.36763 0.11 -0.53 0.08 0.22
H -3.63716 -1.20159 1.29444 -0.11 0.98 -1.50 0.23
H 3.70110 -0.13150 0.97680 -1.05 0.62 0.84 0.24
H 3.48460 1.49861 0.34777 -1.05 -1.02 0.05 0.22
H 2.15669 1.05206 1.55746 1.81 -1.15 -0.77 0.23
```
Positions in Å, forces in eV/Å.